No. 1
Density functional theory data (ωB97M-V/def2-TZVPD) for a 2-piece molecular cluster, H4O2 overall.

Atoms and positions in Å:
H  2.3398  -0.5425  -0.2372
H  -1.2303  -0.0989  0.3425
O  -1.9324  0.0878  -0.2642
H  -2.6523  -0.2881  0.2510
H  1.9040  0.8364  0.0838
O  1.5713  0.0053  -0.1759

Force components x, y, z for each atom (eV/Å):
0.633 -0.638 -0.103
1.341 0.037 0.198
-0.731 -0.122 0.100
-0.554 0.083 -0.342
0.482 1.606 0.454
-1.171 -0.966 -0.307

Computed properties:
LUMO level   0.871 eV
Highest occupied orbital energy   -11.3 eV
Energy above the lowest of the compared OMol25 structures with the same formula, charge and spin   0.2302 eV
Kohn-Sham gap   12.16 eV

Formally, the Löwdin partial charges of the atoms, in units of the elementary charge, are as follows:
1 H 0.025
2 H 0.003
3 O -0.051
4 H 0.031
5 H 0.011
6 O -0.020

No. 2
Density functional theory data (ωB97M-V/def2-TZVPD) for one molecule with the formula C4H9NO.

Atoms and positions in Å:
C  -0.4762  0.5168  0.0142
H  1.9003  1.4734  0.4301
H  -0.2853  -0.7171  1.3073
H  -1.9951  -0.9476  0.3755
C  0.8234  -0.1136  0.1586
H  1.1729  -1.2854  -1.6292
O  1.9273  0.7131  -0.1611
H  -1.8759  2.1104  -0.2191
C  1.0378  -1.4398  -0.5487
H  1.9342  -1.9300  -0.1664
C  -0.9194  1.6798  -0.4845
H  -0.2730  2.2478  -1.1401
H  0.1985  -2.1277  -0.4150
N  -1.3372  -0.3491  0.8790
H  -1.8324  0.1689  1.5994

Force components x, y, z for each atom (eV/Å):
-0.135 0.094 -0.042
0.010 -0.073 -0.039
-0.049 0.059 -0.173
0.142 0.089 0.056
0.065 -0.061 0.140
-0.010 -0.010 0.044
-0.143 0.013 0.000
-0.001 -0.061 0.002
-0.052 0.101 0.010
-0.041 0.023 -0.007
0.078 -0.203 0.112
0.011 -0.017 0.027
0.008 0.030 0.011
0.063 0.013 -0.070
0.052 0.003 -0.071

Computed properties:
LUMO level   0.579 eV
Highest occupied orbital energy   -6.5 eV
Energy above the lowest of the compared OMol25 structures with the same formula, charge and spin   4.6511 eV
Kohn-Sham gap   7.07 eV

Formally, the Löwdin partial charges of the atoms, in units of the elementary charge, are as follows:
1 C -0.384
2 H 0.086
3 H 0.177
4 H 0.133
5 C -0.447
6 H 0.079
7 O -0.049
8 H 0.041
9 C -0.088
10 H 0.071
11 C 0.035
12 H 0.055
13 H 0.064
14 N 0.095
15 H 0.132

No. 3
Density functional theory data (ωB97M-V/def2-TZVPD) for C27H41Cl2N4O4Pt as an isolated structure.

Atoms and positions in Å:
C  -8.1577  3.0536  -4.1817
H  -2.0835  -1.3687  -2.3324
H  2.8874  -3.2099  3.4634
O  -4.2562  2.3225  -1.4438
H  -0.0156  3.1718  0.1458
C  -1.5180  0.7486  2.7609
C  0.9691  2.7388  -0.0642
H  2.4495  -0.2352  0.3952
C  0.1099  -1.9903  1.9129
H  -6.1925  3.9277  -4.5002
C  6.6140  -2.6627  1.7206
C  5.0344  -5.2130  2.4759
C  -8.9542  2.3083  -3.2995
C  2.0276  -1.0104  1.0317
H  -0.9845  -1.6212  -3.7270
H  8.2321  -2.3326  0.3593
H  3.6257  3.5875  -1.5523
H  6.7991  -1.3389  0.0568
C  3.3108  3.1400  -0.6006
H  4.6751  -4.8771  3.4537
H  -0.9754  -2.0625  1.8733
H  2.5201  -1.2651  -3.8902
H  6.8870  -1.8543  2.4118
H  3.3427  2.0505  -0.6666
C  2.8475  -1.8652  1.7742
C  2.2628  -2.6777  2.7474
H  3.6044  -4.1660  1.2679
C  -8.4307  1.8556  -2.0797
N  -2.8499  0.7568  2.6842
H  -9.0565  1.2988  -1.3754
H  -1.6542  -0.0035  -3.3389
H  0.6666  5.1840  0.0130
H  -4.3593  2.1009  2.2300
O  -0.7613  1.2042  1.8556
N  1.9580  3.5890  -0.2824
H  -6.6844  1.8014  -0.8023
H  6.1146  -5.3954  2.5422
H  7.0243  -3.6126  2.0867
Pt  -0.5237  0.1371  -0.1867
C  4.3370  -1.7197  1.5872
H  1.9865  5.5133  -1.1451
C  -0.1277  -0.6741  -2.0185
N  0.6771  -1.1070  1.0702
H  2.1264  -2.7356  -3.0162
H  -4.0200  0.9116  0.9375
C  4.6902  -4.1857  1.4081
H  1.8977  -0.6478  -1.5555
H  -3.0242  -0.4134  4.4080
H  -1.1038  0.3169  3.6900
H  4.5321  -6.1530  2.2259
H  0.9589  -2.0546  -4.1560
C  -7.0966  2.1239  -1.7604
C  -1.2740  -0.9407  -2.9252
H  -4.2265  3.6383  -3.0115
C  1.1499  -0.9892  -2.2602
O  4.8174  -0.6262  1.3044
C  -3.5681  1.5601  1.6955
O  1.1521  1.4801  -0.1508
C  -4.7955  2.9267  -2.3637
C  -6.8252  3.3196  -3.8524
C  -6.2682  2.8114  -2.6682
H  -2.8833  2.2553  1.2058
H  -9.9865  2.0848  -3.5615
H  -4.1483  -0.8744  3.0952
C  1.6990  -1.7991  -3.3951
H  6.8073  -3.0744  -0.3961
Cl  -2.4688  -1.2057  0.1037
C  1.7251  5.0260  -0.2011
C  -3.6640  -0.0285  3.6044
Cl  -1.5611  1.8372  -1.3961
C  0.8731  -2.7545  2.7949
H  4.0045  3.4888  0.1756
H  2.3327  5.4667  0.5999
H  -4.4421  0.6138  4.0292
H  0.3518  -3.4044  3.4904
H  5.1615  -4.4578  0.4478
H  -8.5746  3.4286  -5.1214
C  7.1389  -2.3403  0.3433
N  5.1339  -2.8319  1.7994

Force components x, y, z for each atom (eV/Å):
-0.004 -0.046 0.321
-0.036 -0.091 -0.261
-0.162 0.030 -0.130
-1.738 1.369 -1.676
0.199 -0.196 0.067
0.785 0.458 -1.640
0.248 -3.237 -0.341
-0.043 -0.387 0.127
-0.565 -1.618 1.691
-0.158 -0.240 -0.022
-1.113 0.066 0.559
-0.054 -0.184 -0.048
0.357 0.082 -0.025
-0.301 -0.806 0.414
-0.106 0.003 -0.076
0.011 -0.081 -0.054
-0.083 -0.144 0.095
-0.017 -0.314 -0.063
-0.045 0.242 0.026
0.036 -0.045 -0.145
0.306 -0.038 0.013
-0.071 -0.057 -0.029
-0.020 -0.263 -0.099
-0.091 0.262 0.062
1.469 1.706 -1.467
-0.398 -1.537 1.419
0.274 0.074 -0.057
0.266 0.317 -0.163
-0.142 0.135 0.436
0.212 0.228 -0.303
0.085 -0.082 -0.043
0.141 0.117 -0.040
0.108 0.031 -0.072
-1.203 -0.287 1.929
0.572 0.852 -0.072
0.021 -0.020 -0.393
-0.251 -0.049 0.031
0.098 0.358 0.000
0.096 -0.524 -0.610
-1.711 0.107 0.001
-0.057 -0.046 0.040
1.050 -0.141 0.882
1.408 1.257 -1.510
-0.046 0.050 -0.026
0.197 0.148 0.029
-0.097 0.636 0.260
0.042 -0.173 0.116
-0.194 0.040 -0.172
-0.074 -0.039 -0.336
0.166 -0.016 0.111
0.038 0.044 0.085
-0.113 -0.031 -0.231
-0.302 -0.109 0.160
-0.056 -0.359 0.160
-0.530 0.248 0.099
0.689 0.264 -0.023
-0.019 -0.382 -0.062
1.022 3.865 0.241
0.353 -0.544 1.488
0.166 -0.191 0.342
-0.401 -0.304 0.140
-0.082 -0.231 0.029
0.179 0.058 0.042
0.245 0.227 -0.024
0.195 0.032 -0.278
0.032 0.098 -0.006
-1.456 -0.866 0.347
0.110 -0.414 0.131
0.286 0.169 -0.054
-0.014 0.577 -0.414
-0.536 0.537 -0.715
-0.119 -0.160 -0.082
-0.118 -0.033 -0.111
0.055 -0.085 0.058
0.093 0.028 0.014
-0.170 0.026 0.176
0.137 -0.147 0.373
0.109 0.329 -0.310
0.839 -0.553 -0.331

Computed properties:
<S²>   2.0179
LUMO level (alpha / beta)   2.109 / 2.109 eV
Highest occupied orbital energy (alpha / beta)   -0.9 / -4.5 eV
Total charge   -1
Energy above the lowest of the compared OMol25 structures with the same formula, charge and spin   0.0000 eV
Kohn-Sham gap (alpha / beta)   3.06 / 6.64 eV
Multiplicity   3

Formally, the Löwdin partial charges of the atoms, in units of the elementary charge, are as follows:
1 C -0.091
2 H -0.008
3 H 0.083
4 O -0.062
5 H 0.080
6 C -0.304
7 C -0.314
8 H 0.089
9 C -0.233
10 H 0.108
11 C -0.215
12 C -0.097
13 C -0.094
14 C -0.072
15 H 0.054
16 H 0.066
17 H 0.089
18 H 0.068
19 C -0.015
20 H 0.070
21 H 0.014
22 H 0.062
23 H 0.118
24 H 0.090
25 C -0.169
26 C -0.126
27 H 0.108
28 C -0.079
29 N -0.194
30 H 0.103
31 H 0.033
32 H 0.088
33 H 0.083
34 O -0.159
35 N -0.175
36 H 0.117
37 H 0.056
38 H 0.094
39 Pt 0.824
40 C -0.421
41 H 0.086
42 C -0.427
43 N -0.126
44 H 0.067
45 H 0.043
46 C -0.225
47 H 0.057
48 H 0.085
49 H 0.142
50 H 0.070
51 H 0.050
52 C -0.021
53 C -0.190
54 H 0.126
55 C -0.214
56 O 0.015
57 C -0.079
58 O -0.215
59 C -0.197
60 C -0.049
61 C -0.181
62 H 0.063
63 H 0.096
64 H 0.090
65 C -0.117
66 H 0.066
67 Cl -0.009
68 C -0.046
69 C -0.055
70 Cl 0.140
71 C -0.108
72 H 0.093
73 H 0.088
74 H 0.078
75 H 0.086
76 H 0.112
77 H 0.100
78 C -0.096
79 N -0.067

No. 4
Density functional theory data (ωB97M-V/def2-TZVPD) for C4H6N2 as an isolated structure.

Atoms and positions in Å:
N  -1.4021  0.6515  -0.4932
H  -1.6846  -0.9935  0.9600
H  -0.9398  -0.9937  -1.8655
C  -1.0057  -0.3196  0.4647
C  -0.5900  -0.4281  -1.0022
N  0.8285  1.2713  0.4995
H  1.5598  -1.1052  -0.8734
C  0.8096  -0.4050  -0.4810
H  1.8143  1.4966  0.4826
C  0.4907  -0.0755  0.8854
H  0.8944  -0.5572  1.7698
H  -0.7752  1.4584  -0.3467

Force components x, y, z for each atom (eV/Å):
-0.209 0.243 -0.037
-0.278 0.243 0.205
0.130 0.047 0.434
-0.584 -0.387 0.169
-0.206 -0.219 0.133
0.521 -0.944 -1.555
0.391 1.124 0.144
0.610 0.931 -0.052
0.342 -0.447 0.439
-0.342 -0.688 0.228
-0.049 0.080 0.063
-0.325 0.016 -0.170

Computed properties:
LUMO level   0.548 eV
Highest occupied orbital energy   -8.2 eV
Energy above the lowest of the compared OMol25 structures with the same formula, charge and spin   5.5450 eV
Kohn-Sham gap   8.78 eV

Formally, the Löwdin partial charges of the atoms, in units of the elementary charge, are as follows:
1 N 0.047
2 H 0.125
3 H 0.130
4 C -0.183
5 C -0.222
6 N 0.087
7 H 0.127
8 C 0.003
9 H 0.047
10 C -0.375
11 H 0.134
12 H 0.080

No. 5
Density functional theory data (ωB97M-V/def2-TZVPD) for a 4-piece molecular cluster, H8O4 overall.

Atoms and positions in Å:
H  -1.6073  -1.4298  -0.1907
H  1.6025  -2.2882  1.9927
O  -0.3966  2.2211  0.7967
H  0.0218  1.0416  -2.4274
H  -0.3446  -0.6456  -0.6105
H  -1.1552  1.9383  0.2764
O  0.4407  0.3938  -1.8503
O  -0.6625  -1.3683  -0.0236
O  0.9186  -1.6364  2.1721
H  1.2409  0.1282  -2.3174
H  0.4311  -1.5326  1.3186
H  -0.4893  3.1779  0.8634

Force components x, y, z for each atom (eV/Å):
0.041 -0.112 0.152
-0.049 0.032 0.026
-0.055 0.159 -0.090
0.030 -0.012 0.102
-0.089 -0.488 0.271
0.026 -0.030 0.090
0.060 0.173 -0.365
-0.061 0.538 -0.667
-0.095 0.014 -0.548
-0.045 -0.055 0.132
0.225 -0.140 0.863
0.010 -0.080 0.034

Computed properties:
LUMO level   0.242 eV
Highest occupied orbital energy   -10.1 eV
Energy above the lowest of the compared OMol25 structures with the same formula, charge and spin   0.9208 eV
Kohn-Sham gap   10.35 eV

Formally, the Löwdin partial charges of the atoms, in units of the elementary charge, are as follows:
1 H 0.056
2 H 0.018
3 O -0.054
4 H 0.061
5 H 0.010
6 H 0.023
7 O -0.037
8 O -0.066
9 O -0.095
10 H 0.066
11 H -0.016
12 H 0.033

No. 6
Density functional theory data (ωB97M-V/def2-TZVPD) for a 2-piece molecular cluster, C3H2Cl2 overall.

Atoms and positions in Å:
H  0.4258  1.9219  1.1981
C  0.5799  0.2487  -0.4322
C  0.4242  -0.3730  0.7982
Cl  0.1476  -1.7364  1.8088
C  0.5234  0.9649  0.7759
Cl  -1.2773  -0.8523  -2.5771
H  -0.8236  -0.1738  -1.5717

Force components x, y, z for each atom (eV/Å):
0.157 0.917 0.518
0.138 0.049 -0.270
-0.025 0.478 1.627
0.249 0.807 -0.929
-0.333 -2.002 -0.286
-0.573 -0.251 -0.350
0.387 0.001 -0.308

Computed properties:
LUMO level   0.265 eV
Highest occupied orbital energy   -9.7 eV
Energy above the lowest of the compared OMol25 structures with the same formula, charge and spin   2.0200 eV
Kohn-Sham gap   9.99 eV

Formally, the Löwdin partial charges of the atoms, in units of the elementary charge, are as follows:
1 H 0.092
2 C -0.015
3 C -0.687
4 Cl 0.694
5 C 0.001
6 Cl 0.251
7 H -0.336

No. 7
Density functional theory data (ωB97M-V/def2-TZVPD) for a 2-piece molecular cluster, C2H10NO overall.

Atoms and positions in Å:
H  -1.6701  0.5089  -1.7703
H  -2.2827  -0.7968  -0.7522
C  -1.6067  0.0578  -0.8065
C  0.7910  0.6842  -0.6526
H  -0.0360  -0.8162  0.4014
O  1.0756  -0.6295  2.1479
H  0.4607  1.5565  -0.1052
H  0.9672  0.9103  -1.6979
H  0.0186  -1.1008  -1.2442
N  -0.2373  -0.4211  -0.5263
H  0.7892  -0.3799  3.0319
H  2.0362  -0.6072  2.1068
H  1.6592  0.3368  -0.1043
H  -1.9649  0.6970  -0.0285

Force components x, y, z for each atom (eV/Å):
0.189 0.363 -0.585
0.107 -0.079 -0.312
-0.911 -1.460 0.918
-0.003 -0.213 0.543
-0.619 -0.145 0.181
-0.367 -0.037 -0.644
-0.391 0.146 -0.085
0.088 -0.029 0.015
-0.109 -0.269 0.321
1.194 1.030 -0.753
0.259 -0.034 0.068
0.003 -0.002 0.435
0.327 -0.025 -0.501
0.234 0.753 0.397

Computed properties:
LUMO level   -3.267 eV
Highest occupied orbital energy   -16.2 eV
Total charge   +1
Energy above the lowest of the compared OMol25 structures with the same formula, charge and spin   0.4060 eV
Kohn-Sham gap   12.97 eV

Formally, the Löwdin partial charges of the atoms, in units of the elementary charge, are as follows:
1 H 0.103
2 H 0.111
3 C 0.000
4 C 0.005
5 H 0.135
6 O -0.036
7 H 0.106
8 H 0.109
9 H 0.179
10 N -0.033
11 H 0.070
12 H 0.064
13 H 0.085
14 H 0.102

No. 8
Density functional theory data (ωB97M-V/def2-TZVPD) for one molecule with the formula C2H2ClFS2.

Atoms and positions in Å:
S  0.9261  0.3826  1.7657
C  0.2585  0.5647  0.0739
F  -1.5434  -0.0665  -1.3181
C  -0.9375  -0.3277  -0.1476
S  0.6320  1.6278  -1.0369
H  -1.7757  -0.2453  0.6557
Cl  -0.4174  -1.9990  -0.0900
H  1.9067  1.2387  1.5190

Force components x, y, z for each atom (eV/Å):
-0.567 -0.134 -1.448
-0.469 -0.089 1.756
-0.066 -0.086 -0.456
-1.892 -0.068 1.711
0.829 0.635 -0.392
1.700 0.181 -1.060
0.181 -0.764 -0.158
0.285 0.325 0.046

Computed properties:
LUMO level   -0.783 eV
Highest occupied orbital energy   -9.3 eV
Energy above the lowest of the compared OMol25 structures with the same formula, charge and spin   0.1764 eV
Kohn-Sham gap   8.52 eV

Formally, the Löwdin partial charges of the atoms, in units of the elementary charge, are as follows:
1 S 0.732
2 C -1.200
3 F -0.068
4 C -0.912
5 S 0.777
6 H 0.142
7 Cl 0.665
8 H -0.136

- Which formula does entry 6 have?
  C3H2Cl2

- Which of these has the lowest energy above the lowest of the compared OMol25 structures with the same formula, charge and spin?
  C27H41Cl2N4O4Pt

Repeat the eighth record exactly.
Density functional theory data (ωB97M-V/def2-TZVPD) for one molecule with the formula C2H2ClFS2.

Atoms and positions in Å:
S  0.9261  0.3826  1.7657
C  0.2585  0.5647  0.0739
F  -1.5434  -0.0665  -1.3181
C  -0.9375  -0.3277  -0.1476
S  0.6320  1.6278  -1.0369
H  -1.7757  -0.2453  0.6557
Cl  -0.4174  -1.9990  -0.0900
H  1.9067  1.2387  1.5190

Force components x, y, z for each atom (eV/Å):
-0.567 -0.134 -1.448
-0.469 -0.089 1.756
-0.066 -0.086 -0.456
-1.892 -0.068 1.711
0.829 0.635 -0.392
1.700 0.181 -1.060
0.181 -0.764 -0.158
0.285 0.325 0.046

Computed properties:
LUMO level   -0.783 eV
Highest occupied orbital energy   -9.3 eV
Energy above the lowest of the compared OMol25 structures with the same formula, charge and spin   0.1764 eV
Kohn-Sham gap   8.52 eV

Formally, the Löwdin partial charges of the atoms, in units of the elementary charge, are as follows:
1 S 0.732
2 C -1.200
3 F -0.068
4 C -0.912
5 S 0.777
6 H 0.142
7 Cl 0.665
8 H -0.136